(1)
Formula: C41H46Cl3CsGe2N7O4S
Source: OMol25
Level of theory: the ωB97M-V functional and the def2-TZVPD basis

Atoms and positions in Å:
H 0.02 3.30 -0.11
C 0.41 2.85 3.20
H -2.26 4.02 1.71
H 0.15 2.17 4.01
C -2.79 1.57 4.75
H 3.39 -0.91 -4.73
O -1.64 -3.23 -2.98
C -0.38 -0.67 -4.56
Cs 0.39 -1.96 -1.19
H 6.06 4.13 3.50
H -2.14 -1.93 -5.94
H 0.64 -0.69 -4.14
C 0.33 3.49 0.91
C -1.23 0.97 -2.84
O -0.14 -4.83 -2.49
H -2.14 2.44 4.92
C -4.09 1.34 0.79
H 0.49 -0.76 4.17
C 5.89 2.34 2.57
H -6.19 1.37 0.31
Ge -1.86 0.21 3.63
N 5.27 -0.81 -1.43
H -6.41 3.81 0.69
H -0.70 -1.34 5.36
H 7.44 3.22 3.53
C 0.68 -0.30 -6.77
C -2.21 -4.95 3.24
N 3.23 -0.86 -2.69
O 4.42 -2.40 1.13
C -1.18 -4.38 -2.96
C -2.06 2.80 -4.64
C -3.22 -1.24 3.58
H -0.48 -4.24 4.32
H 6.33 -0.89 1.58
C -4.34 4.05 1.21
H 0.93 -0.91 -7.65
H -3.66 1.92 4.18
H 7.63 1.08 2.41
H -3.78 -5.44 1.84
N 6.63 3.46 2.99
H 1.52 4.13 4.51
H -1.35 1.45 -6.14
H -1.30 -1.98 -7.50
H 0.35 0.68 -7.14
O 2.31 -1.30 1.80
H 5.90 -0.91 -4.73
C -2.16 -5.45 -3.65
Cl -2.48 -4.97 -5.33
H -1.97 2.24 -1.29
H -4.43 5.12 1.38
C -2.38 -4.01 1.06
H -4.01 0.27 0.60
C 5.84 0.05 1.82
C -1.46 1.62 -5.08
N -0.28 -1.01 -5.96
S 3.55 -1.25 1.04
H 3.99 3.34 2.61
C 6.55 1.14 2.28
C 5.94 -0.83 -2.56
C 3.95 -0.89 -3.80
C -1.82 2.10 -2.35
N 3.14 -0.87 -0.43
N -2.66 -5.80 4.26
C 1.10 4.61 1.19
C -0.63 -3.39 2.36
H 2.12 5.73 2.71
H -2.96 -2.02 2.87
Cl -1.51 -7.09 -3.65
C 4.46 0.13 1.66
C -2.96 2.05 1.19
H -0.06 0.31 5.47
H 1.38 5.29 0.39
C -3.11 3.42 1.39
Ge -1.21 1.01 1.35
H -2.36 -5.51 5.18
H 0.28 -2.79 2.46
H -0.93 -1.46 -4.06
Cl -3.71 -5.46 -2.75
C 3.80 1.32 1.94
H -3.13 1.19 5.71
H -2.73 3.95 -2.95
C 4.51 2.42 2.39
H -2.40 3.52 -5.37
H -3.66 -5.96 4.23
H -2.10 -0.48 -6.98
H -2.89 -3.90 0.10
C -5.33 1.95 0.62
C 1.52 4.86 2.49
C -5.46 3.32 0.83
H 2.72 1.38 1.81
C 3.92 -0.86 -1.51
C -2.88 -4.87 2.02
H -3.34 -1.68 4.57
H 7.02 -0.79 -2.47
C -0.06 2.58 1.91
C -1.02 0.66 -4.17
C -1.52 -1.35 -6.63
C -0.38 -0.47 4.78
H 1.59 -0.15 -6.19
C -1.05 -4.20 3.40
C -2.25 3.04 -3.29
C 5.34 -0.88 -3.81
N -1.28 -3.28 1.21
C 1.18 3.96 3.50
H -4.18 -0.80 3.28

Results
Spin multiplicity   2
Relative energy (zero: lowest compared OMol25 entry of this formula, charge and spin)   0.00 kcal per mole
Energy   -223867.9967 eV
⟨S²⟩   0.759
Charge   -2


(2)
Formula: C4H11NO
Source: OMol25
Level of theory: the ωB97M-V functional and the def2-TZVPD basis

Atoms and positions in Å:
H -1.97 0.72 1.13
C -2.00 -1.27 0.48
H 0.57 0.68 1.65
H 2.40 -0.35 -1.43
H -2.93 -1.10 -0.05
H -1.28 2.37 -2.31
O -0.45 2.37 -1.83
H 2.35 -1.60 -0.20
H 0.71 0.74 -0.54
C 2.21 -0.53 -0.38
C -1.37 -0.16 0.91
H -1.79 -2.30 0.73
C 0.12 -0.18 1.12
H 2.84 0.06 0.30
H -0.60 1.80 -1.08
N 0.77 -0.22 -0.20
H 0.43 -1.05 1.69

Results
Spin multiplicity   1
Relative energy (zero: lowest compared OMol25 entry of this formula, charge and spin)   61.53 kcal per mole
SMILES   C=CCNC.O
Energy   -7861.8852 eV


(3)
Formula: CHCl2NO2
Source: OMol25
Level of theory: the ωB97M-V functional and the def2-TZVPD basis

Atoms and positions in Å:
C -0.45 -0.46 -0.22
H -1.11 -1.31 -0.08
O -2.17 0.86 0.24
Cl 3.73 -1.00 0.38
N -0.96 0.81 0.10
Cl 1.16 -0.64 -0.62
O -0.19 1.75 0.20

Results
Spin multiplicity   1
Relative energy (zero: lowest compared OMol25 entry of this formula, charge and spin)   115.53 kcal per mole
Energy   -31676.8710 eV


(4)
Formula: C16H16Br3F5O15
Source: OMol25
Level of theory: the ωB97M-V functional and the def2-TZVPD basis

Atoms and positions in Å:
C -12.42 -6.17 -0.81
F -18.11 -4.84 3.81
F -9.47 -7.69 6.44
O -11.12 -6.57 -0.97
O -7.48 -6.68 6.83
O -6.32 -5.68 8.44
F -15.27 -7.56 6.29
C -9.49 -2.62 8.28
C -10.58 -5.28 4.15
H -16.36 -4.78 2.09
H -8.94 -8.35 8.73
C -8.19 -7.90 6.77
O -15.88 -9.45 2.45
C -8.58 -3.20 10.36
O -15.98 -8.63 4.48
C -14.79 -4.60 4.43
O -6.98 -7.91 8.57
O -13.71 -5.01 4.95
O -9.05 -3.68 9.10
C -8.08 -8.47 8.07
H -9.19 -2.67 7.24
H -10.57 -2.58 8.13
O -9.23 -6.60 0.28
H -17.37 -3.13 4.38
H -12.91 -5.75 -1.69
C -16.13 -4.07 2.88
C -12.27 -5.10 0.22
O -11.10 -5.50 0.90
Br -11.35 -7.06 3.62
O -8.36 -1.89 10.28
H -12.19 -4.11 -0.23
H -7.92 -9.54 7.99
O -16.09 -4.78 4.97
O -8.40 -3.97 11.38
F -10.15 -0.75 9.50
C -6.86 -6.65 7.99
C -15.41 -8.77 5.67
H -13.64 -9.87 5.94
C -15.43 -9.28 3.57
C -17.03 -4.13 4.10
H -11.16 -4.53 3.61
Br -8.80 -5.12 3.27
C -9.06 -1.41 9.13
H -15.94 -9.40 6.38
O -14.80 -4.06 3.35
H -7.69 -8.59 6.09
H -16.17 -3.10 2.39
H -8.43 -0.72 8.56
H -13.40 -8.40 5.01
C -10.42 -6.26 0.04
Br -10.52 -5.01 6.10
H -13.03 -7.03 -0.53
O -14.32 -9.94 4.08
F -13.16 -5.03 1.23
C -14.07 -9.24 5.17

Results
Spin multiplicity   2
Relative energy (zero: lowest compared OMol25 entry of this formula, charge and spin)   20.40 kcal per mole
Energy   -271264.8896 eV
⟨S²⟩   0.756
Charge   +1


> Number 4 is which compound?

C16H16Br3F5O15


> Among the records above, which one has the lowest energy?

C16H16Br3F5O15


> What is the energy in the second record?

-7861.8852 eV